[1]
64
Properties=species:S:1:pos:R:3 method="wB97M-V/def2-TZVPD" energy_ha=-5241.3224 homo_lumo_gap_ev="5.6 / 5.6" max_force_ev_per_a=2.87 total_charge=+1 s_squared=3.760 homo_energy_ev="-8.5 / -8.6" multiplicity=4
H -3.5220 -1.5499 -1.9802
H 2.9780 -1.2326 -0.6102
C -0.3217 5.5569 -2.3071
C -0.9271 3.4911 -1.2798
C -2.2109 -2.9632 3.7160
H 3.0582 0.4129 1.9788
C -1.6967 -0.4494 -3.3975
C 0.7255 4.8991 -2.9491
H 0.6629 -3.3262 1.0550
C -1.1407 4.8371 -1.4545
H -0.2111 -3.0801 4.5288
C 2.2867 -1.6668 -1.3308
O -2.7961 -3.8612 4.5167
N 2.1446 1.3493 0.3384
H -2.8513 -2.8380 -2.9827
H -1.0031 1.7768 2.5835
H 0.4219 -1.7065 -3.2164
C 0.2855 -3.0014 -1.4951
H 1.0614 0.7985 3.4562
C -0.3404 -2.2879 -2.6914
H 1.9286 2.3111 0.0590
C -2.3630 -1.4075 1.9253
H -2.1656 -4.2471 5.1386
N -1.4447 -1.3942 -2.2942
H -0.5044 -3.4490 -0.8835
C 0.0889 2.7180 -1.9425
N 1.0738 -2.1125 -0.6222
H 0.7028 -1.4098 2.9780
H 2.1410 3.3272 2.1328
C 2.2929 2.3433 2.5850
H 2.0439 -0.9117 -2.0764
H -2.5716 -2.8446 -1.2366
C -0.8462 -2.6233 3.7856
H 0.9272 -3.8162 -1.8657
N -1.0505 -1.0935 1.9364
N -0.1067 1.8792 2.0998
C 0.9173 3.5567 -2.7686
C 0.9565 1.8330 3.1216
Br -3.3991 -0.3822 0.6596
H -1.8992 -0.9788 -4.3390
H -0.7112 -3.0551 -3.3891
H -0.5017 6.6038 -2.4803
H 2.9778 2.4812 3.4227
H -0.8290 0.2045 -3.5226
H 1.4010 5.4444 -3.5913
H 2.1618 -3.7445 0.1982
C 1.5192 -2.9140 0.5214
C -0.3370 -1.6997 2.9122
N 0.2562 1.4341 -1.8418
H 3.9659 1.8007 1.3623
C 2.9549 1.4208 1.5634
H -0.1110 2.8274 1.7101
H 0.6931 2.4432 3.9964
Cl -2.0113 2.5762 -0.2371
Nd -0.3852 0.2458 -0.1603
H 2.0914 -2.2929 1.2077
H -4.0503 -2.4710 2.6939
Cl 2.2380 2.7480 -3.5589
H -2.5616 0.1705 -3.1544
H 2.7897 -2.5159 -1.8124
C -2.9897 -2.2941 2.7601
H 2.7131 0.9958 -0.4326
C -2.6593 -2.1996 -2.1105
H -1.9408 5.3337 -0.9286



[2]
64
Properties=species:S:1:pos:R:3 method="wB97M-V/def2-TZVPD" energy_ha=-3928.0063 e_above_lowest_kcal_mol=9.9 homo_lumo_gap_ev="4.2 / 5.2" max_force_ev_per_a=2.83 total_charge=-1 s_squared=3.763 homo_energy_ev="-1.7 / -2.8" multiplicity=4
H 3.0023 4.0644 -8.9012
H 0.8612 2.1028 2.5743
H -4.2541 -0.7348 0.2497
C 0.1750 -5.1471 -0.0161
Cl 1.1373 0.1478 -2.2052
H 3.1176 -4.0374 -1.2900
N 1.1989 -4.2450 -0.5097
C 2.2982 -0.1972 4.4992
H 0.5130 1.0084 4.8582
H -2.0374 1.2847 2.1079
H -0.6638 -4.5522 0.3537
C -2.2176 -0.9410 4.6810
N -2.4436 0.2130 3.8274
H -3.3867 1.5591 5.1524
C 3.6219 5.0052 -5.6775
C -2.2616 -0.7999 -0.5883
H -1.4084 -1.5427 4.2566
H 3.6512 3.6653 -3.9752
H 2.0302 1.9250 4.9293
C -1.7538 0.3681 2.6713
Cl -0.2563 2.6874 0.3973
H 3.2470 -0.0731 5.0248
H 3.8667 5.8892 -5.0872
C -2.0262 1.0339 -2.2903
H -1.9635 -0.6144 5.7001
H -1.7314 -1.5207 0.0351
C -3.5542 1.0858 4.1750
C 1.0447 -2.9045 -0.3876
H 1.7249 -0.9910 4.9945
H -3.9856 -2.0650 -0.8685
H -1.7705 2.0825 -2.1097
N 2.5604 -0.5080 3.1069
H -3.6490 1.8558 3.4030
O 0.1634 -2.3646 0.2901
C 3.5009 3.7606 -5.0515
S 2.2060 0.2798 0.5747
C 1.5119 1.1057 4.4166
H -1.5121 0.7164 -3.2102
H -4.1914 -0.4132 -1.4938
H -3.1144 0.9590 -2.4542
C -3.7518 -1.0116 -0.6881
H 0.5739 -5.7808 0.7847
H 2.8107 1.8383 -7.7825
C 3.1384 3.9794 -7.8227
H 2.2289 -5.4731 -1.8782
H -4.4883 0.5097 4.2349
C -1.5757 0.2001 -1.1422
H -3.1351 -1.5427 4.7524
H 1.7987 -2.3069 -0.9483
O 3.1110 1.1099 -3.9363
Co 0.2868 0.7578 -0.3681
H -0.1567 -5.8121 -0.8225
C 2.0114 0.3856 2.2729
C 2.4272 -4.8372 -1.0064
H 2.8949 -5.4692 -0.2391
C 3.4267 5.1212 -7.0610
C 3.1796 2.6216 -5.8125
H 3.0342 -1.3415 2.7772
H 2.7449 0.4605 -5.8115
N 1.4227 1.3547 2.9918
H 3.5005 6.0963 -7.5466
C 2.9935 1.3057 -5.1353
C 3.0243 2.7357 -7.2008
O -0.8931 -0.4223 2.2682



[3]
63
Properties=species:S:1:pos:R:3 method="wB97M-V/def2-TZVPD" energy_ha=-2907.7442 e_above_lowest_kcal_mol=11.5 homo_lumo_gap_ev=5.6 max_force_ev_per_a=4.34 homo_energy_ev=-5.3
C -3.6387 -0.6831 -0.9971
Cl 2.2630 -1.3020 2.5065
H -2.8040 2.1089 -2.4073
H -6.6970 -2.1374 -0.5324
C -2.5722 2.9821 -1.7882
H -0.6220 -3.9535 0.1351
C -2.6215 -0.7055 -2.0667
O -2.3773 0.1222 -2.9360
H 5.7639 2.7135 1.8294
H -4.9902 1.4269 1.2882
C -1.2078 -3.0917 3.1001
C 0.0613 -2.1447 1.1230
C 3.8450 -2.2958 -2.4378
C 3.3696 1.5896 2.1203
H -1.6969 -1.2965 2.0054
H 5.0485 1.9282 4.9017
H 3.8509 -3.2589 -2.9541
H -1.9380 -1.5862 -1.9867
C -3.6917 0.3358 -0.0192
C 1.8744 -0.9667 -2.0179
C 2.4817 -1.3820 -4.3198
C -0.3971 1.8782 -1.6338
H 3.2584 1.8765 4.9394
N -1.2309 2.8455 -1.2319
Cl -0.5693 1.2481 1.9931
C -6.0342 -0.2203 0.2689
H -1.0468 4.8388 -0.6404
H -7.0193 0.0685 0.6360
C 5.1627 3.0824 2.6702
H -3.2935 3.0386 -0.9658
H -1.1025 -2.5846 4.0649
H 0.2155 3.7247 0.0212
H -2.6629 3.8955 -2.3909
H -2.2355 -3.4689 3.0108
H -0.6200 1.4744 -2.6371
C 0.1928 -3.2137 0.1008
C 4.1559 1.5492 4.3954
H 1.0491 -0.3822 -2.4585
H 4.7664 -1.7561 -2.6756
H -4.3840 -2.6795 -1.4549
N 2.6941 -1.5254 -2.8908
C -4.6135 -1.7027 -1.0132
O 2.0053 -1.0786 -0.7713
H 3.7647 -2.4344 -1.3597
H 5.7952 3.2448 3.5483
O 0.5557 1.4207 -0.9551
H 3.3019 -0.8368 -4.8037
C -0.9501 -2.1036 1.9909
N 4.1552 2.0813 3.0281
C -4.9233 0.5982 0.5798
C -5.8646 -1.4330 -0.4311
H 4.1595 0.4538 4.3502
H 2.3948 -2.3623 -4.8033
H 1.1453 -3.7327 0.2219
H -0.5038 -3.9228 3.0227
Sc 0.9622 -0.1580 0.7748
H -1.4547 3.6908 0.6562
H 0.1713 -2.8566 -0.9498
C -0.8408 3.8394 -0.2377
H 1.5520 -0.8238 -4.4635
N 2.6463 1.1940 1.2838
H -2.7480 0.8028 0.2962
H 4.6897 4.0261 2.3676



[4]
70
Properties=species:S:1:pos:R:3 method="wB97M-V/def2-TZVPD" energy_ha=-3252.2485 homo_lumo_gap_ev=9.6 max_force_ev_per_a=0.49 homo_energy_ev=-9.4
H -2.7019 4.3846 -1.7811
O -1.6178 -2.8453 -2.3599
H 1.6525 -0.0957 -5.7174
H 5.6863 -2.7098 1.7627
C -1.2017 -2.3301 1.6672
C -1.5048 -3.6595 -1.5084
O 4.6708 -1.8230 4.2267
H -3.3675 -2.3034 1.6830
H 0.9222 -2.0225 1.5737
C -2.4572 -1.7401 1.5205
C -1.0146 -3.7600 2.0250
C -0.9124 3.1140 -5.0763
H 0.2646 -0.9792 -6.3459
O -0.3545 -4.3371 -1.2305
C -0.0516 -1.5645 1.4526
H -1.9107 2.7202 -4.9067
S 4.7655 -0.4122 3.5067
C 4.7626 0.5824 4.9560
C -2.0394 -5.1215 0.1668
C -2.0800 -4.7727 1.6488
H 5.1419 -4.3694 2.0352
H -2.2677 6.9766 2.7392
H 3.4162 -2.7186 2.8385
H -1.4958 1.3919 0.6559
O -2.5878 4.0412 0.8442
H 5.5901 0.2751 5.5893
C 5.4392 -3.4434 2.5281
H -2.6942 -5.9746 -0.0060
C -3.2620 5.2841 -2.0310
C 4.3085 -2.9670 3.4141
H 4.8993 1.6095 4.6251
S -2.1302 5.3862 1.0187
O 6.0284 -0.2854 2.8483
H -3.1370 5.4828 -3.0958
S 0.2598 1.9366 -4.4985
C -2.5950 5.9481 2.6183
H -3.5368 0.0448 1.0546
H -0.4137 -1.5827 -3.9881
C -0.6253 -5.4189 -0.3766
H -3.6730 5.8593 2.7189
C -2.5585 -0.4043 1.1628
H -0.7559 4.0175 -4.4912
C -1.4111 0.3491 0.9399
O -0.7586 5.7023 0.7632
H 0.1378 -5.4799 0.3928
C 0.6440 -0.4382 -5.4814
H 0.7432 0.3476 0.9355
O 3.5618 -0.2019 2.7610
O -0.2260 0.7193 -5.3891
H 4.0344 -3.7271 4.1421
H 1.0326 -0.7902 -3.3833
H -3.0878 -4.4171 1.8779
I -0.5580 -7.2547 -1.5051
O 0.0187 -4.1584 2.5264
O -2.4688 -4.0326 -0.6402
H -1.9062 -5.6813 2.2252
O 1.5774 2.3145 -4.9135
O -3.0467 6.3707 0.1776
C 0.6067 -1.3059 -4.2431
H 1.1845 -2.2144 -4.4172
H 3.8090 0.4646 5.4621
C -2.7779 6.4817 -1.2420
H -4.3158 5.0926 -1.8298
O 0.0106 1.6681 -3.1168
H -3.3085 7.3842 -1.5370
H -2.0926 5.2976 3.3307
C -0.1558 -0.2335 1.0918
H -0.7332 3.3027 -6.1307
H -1.7106 6.6564 -1.3826
H 6.3363 -3.6302 3.1180



[5]
60
Properties=species:S:1:pos:R:3 method="wB97M-V/def2-TZVPD" energy_ha=-1287.9828 e_above_lowest_kcal_mol=0.0 homo_lumo_gap_ev=9.1 max_force_ev_per_a=0.55 homo_energy_ev=-8.3
H 2.3111 -0.0691 -0.5443
H 1.1702 3.4239 1.8542
H 3.0650 -2.9417 -1.2869
H 5.5856 1.6028 -1.1653
H -5.0254 2.5245 -2.5289
H -2.6864 -2.4253 2.1775
H 0.7261 2.0589 -0.8524
C -4.9329 0.6680 1.0272
H -3.0637 -1.5842 -1.4522
H -1.7044 0.7284 0.5774
H -0.9970 -0.8471 2.3076
H 3.0835 2.3136 2.6300
C 0.4016 2.3253 0.1656
H -6.4452 1.4415 -2.5985
C -5.9814 2.2731 -2.0578
C -0.7095 0.2714 0.4841
H 3.8098 1.6944 -1.1005
H 5.2002 2.3268 1.1315
H 5.1356 -0.9841 -1.5664
C 4.5908 1.4408 1.3545
C -3.4758 -1.2010 0.6025
H 2.4850 1.0057 1.5791
C 1.4241 3.2779 0.7960
C -0.5910 -1.0177 1.3002
C 2.8216 -2.1604 -0.5525
H 4.9774 0.9508 2.2517
C 0.7497 -3.2975 -0.2568
O -5.8240 1.9783 -0.6919
C -4.3630 0.0949 -1.2336
H -0.0566 -3.5696 1.7190
H -5.4653 1.3119 1.7093
H 0.4213 -2.8028 -1.1774
H -6.6401 3.1393 -2.0984
C -5.0412 0.9180 -0.3406
H -4.4270 0.2576 -2.2981
C 3.1473 1.8771 1.6213
N -1.2329 -2.1467 0.6456
C 4.6678 1.0240 -0.9802
H -0.5393 0.0413 -0.5771
C -4.1589 -0.3769 1.4879
H -1.0705 -4.1967 0.3992
C 2.4071 -0.8710 -1.2828
C 4.5820 -0.1318 -1.9806
C -3.5941 -0.9516 -0.7569
O 3.2691 -0.5032 -2.3383
H 5.0396 0.1646 -2.9271
H 1.0754 -4.3194 -0.5086
H 0.4749 -1.2284 1.3955
O 0.2752 1.1675 0.9551
C -2.6093 -2.3341 1.0795
H 3.6982 -1.9594 0.0685
O 4.7131 0.4864 0.3293
O 2.7571 2.8511 0.6677
O 1.8268 -2.6054 0.3422
H -0.5684 2.8428 0.0937
H 1.3717 4.2373 0.2740
H -2.9768 -3.2655 0.6374
H 1.4386 -1.0153 -1.7696
C -0.4380 -3.3613 0.7076
H -4.0846 -0.5525 2.5516



[6]
63
Properties=species:S:1:pos:R:3 method="wB97M-V/def2-TZVPD" energy_ha=-9171.5602 homo_lumo_gap_ev=6.7 max_force_ev_per_a=3.09 total_charge=-1 homo_energy_ev=-4.0
H 6.2348 -0.2138 -0.4650
H -2.5857 -0.9188 -4.1104
H 2.2136 -3.0812 -3.2033
H 1.1739 -1.9502 1.2019
Br 0.0009 1.7686 -2.2575
H 0.4726 2.2587 3.9918
C 5.1922 -0.5939 -0.6079
H 3.9393 -3.3128 -3.6104
H -1.7477 -1.8188 -2.3789
Br -1.1403 3.5470 1.9351
H 2.7246 1.2201 1.9880
H -3.9830 0.9778 -3.9954
C -2.6944 -1.7703 -1.7587
H -3.9054 -0.1449 -0.9704
H -3.8549 0.4028 2.6839
P 0.4692 0.5594 1.0562
C 2.0871 0.7981 4.6252
C 1.6849 -0.9568 1.3450
H 2.1346 -0.9688 2.3664
C 3.5375 -1.7734 -2.0515
C 1.4473 1.8683 3.6281
H -1.5542 4.1538 -2.0868
O -2.1050 -0.0266 -0.0003
C 2.8166 -1.0056 0.2563
O -3.7871 -1.9806 -2.6775
H -3.2696 -0.3511 4.1935
H -0.3047 -0.7588 -0.9805
C -2.9964 -0.1946 3.1079
H -2.5745 0.4688 -1.9890
H -2.8891 -1.1610 2.5633
H 4.4579 0.0004 1.3735
O -1.8427 0.6600 3.0523
H 2.6176 1.3205 5.4691
C -0.7502 -0.5360 0.0240
H 1.4991 -2.0945 -1.2093
C -4.6044 0.0392 -3.9605
H 3.1085 -1.8275 -4.2499
H -0.8210 4.9152 -0.5907
O -0.4198 -1.2392 3.1625
Br 2.6294 3.5092 4.0223
H 1.3221 0.8476 -0.0706
H 2.8620 0.1641 4.1309
H 1.7226 2.6362 1.6101
C 1.6829 1.6329 2.1271
C -0.4611 2.2188 0.6306
H -2.6025 -2.5679 -0.9855
C -2.8082 -0.3047 -1.1991
C -3.6371 -1.2224 -3.8745
C 4.8965 -1.2459 -1.8724
H 1.2827 0.1949 5.1418
B -0.6898 0.0494 2.5379
H -3.9626 -1.9011 -4.7182
H 0.3101 -1.1701 3.7946
C -0.6517 2.6761 -0.6511
H -5.2073 0.1149 -3.0141
H 5.6617 -1.3672 -2.6778
C -1.3839 4.0345 -0.9848
H -2.4067 3.9903 -0.5198
C 2.5085 -1.6612 -1.0355
C 4.1604 -0.5003 0.4243
H -0.8494 -1.5483 0.5360
H -5.2507 0.0291 -4.8694
C 3.1745 -2.5196 -3.3765



[7]
80
Properties=species:S:1:pos:R:3 method="wB97M-V/def2-TZVPD" energy_ha=-3947.9633 homo_lumo_gap_ev=7.6 max_force_ev_per_a=1.64 total_charge=-1 homo_energy_ev=-5.3
H -2.4440 -1.0246 -3.6099
F 4.5868 -3.4156 -1.3684
O 0.7407 1.7525 -2.5248
H -2.6439 -1.5136 -0.3100
C 2.9372 -0.0630 -4.4293
H -8.3448 -1.0507 -1.8855
C 5.2372 0.5754 -3.4193
H -0.0186 -0.2375 -0.9819
O 5.9427 -0.4592 -2.7661
O -5.1392 0.5391 -2.4867
H -6.9353 2.5902 -1.6883
F 4.9978 -0.9046 -5.2435
F 4.5939 -2.7891 -3.4678
O -1.2956 3.1463 -3.1105
H 4.4787 3.4842 5.9758
C 4.4243 0.1755 -4.6553
C -7.4538 1.7247 -1.3257
C -1.2526 -0.8742 1.1506
C 2.0314 2.2827 5.0424
O 1.6008 0.9459 5.0659
H 6.2612 -3.0839 -2.4157
H -0.9247 0.1402 1.0793
H -4.7331 -1.1953 -3.4439
Cl -2.6596 1.5185 -0.7352
F 6.0528 -1.1970 -0.7063
H 2.4437 0.8389 -4.0450
C 5.3070 -1.2305 -1.8393
C 2.4323 2.8945 6.3903
F 1.7482 2.2923 7.3876
H -6.9736 -1.7866 -2.7389
H 1.4904 -1.3673 6.4040
H 2.7951 2.4456 4.2824
H -0.5872 -1.3772 -2.1146
F 3.7593 0.4129 4.7853
H 0.7824 -2.8709 0.4798
H 1.3234 -1.2402 0.6773
C -7.3067 -1.3265 -1.8313
C -4.2738 -0.5856 -2.6761
C 0.9685 -2.1037 1.2053
F 4.0964 3.4916 7.9360
C -1.5722 -1.4447 -0.2270
H 1.1572 2.8418 4.7170
H 0.0096 -1.1648 2.8255
H 4.6404 1.1609 -2.7210
H -4.2262 -1.2065 -1.7884
H -2.1763 -0.8297 1.7016
F 2.1840 -0.8626 3.9944
H -7.2358 -2.0259 -1.0231
F 4.5237 1.2112 -5.5371
H -1.2134 -2.4574 -0.2547
C 2.4712 -0.9011 6.2956
C -0.2931 -1.7253 1.9567
P -0.6320 1.6681 -3.0571
Si -6.3129 0.2179 -1.3594
C 5.2507 -2.6870 -2.2959
B -1.8573 0.4545 -2.0789
C -5.6486 -0.0270 0.3865
H 6.0165 1.2389 -3.7870
H -3.1043 0.5187 -3.9842
F 2.7208 -0.1292 7.3760
H 1.7052 -2.4856 1.8883
H -4.5815 -0.0887 0.4270
H -0.8142 -2.5907 2.3211
F 4.0908 -0.7570 -1.5416
H -5.9741 0.7744 1.0210
F 2.7386 -1.0855 -3.5666
H -8.3388 1.5144 -1.8953
O -0.5411 1.1899 -4.6219
F 2.3600 -0.4077 -5.6122
C -2.9218 -0.1622 -3.1704
H -1.5553 3.3469 -4.0158
C -0.9216 -0.6662 -1.3701
C 2.5188 -0.0622 5.0217
H -0.5795 0.2301 -4.6499
H -6.0121 -0.9527 0.7940
C 3.9229 2.9093 6.7218
F 2.0433 4.2015 6.3589
H -7.7307 1.8914 -0.3048
F 4.4188 1.6538 6.7834
F 3.4250 -1.8587 6.2294